13
Properties=species:S:1:pos:R:3:mulliken_charge:R:1 method="wB97M-V/def2-TZVPD" smiles=C[NH2+]COO e_homo_ev=-14.85 de_lowest_kcal_mol=117.8 total_charge=+1 gap_ev=11.342
C -0.98 0.58 1.44 -0.78
N 0.22 0.27 0.65 -0.12
C -0.08 -0.69 -0.47 -0.47
O 1.16 -0.84 -1.26 -0.24
O 1.22 0.22 -2.21 -0.35
H -1.64 -0.25 1.61 0.33
H -0.61 0.90 2.37 0.38
H -1.58 1.36 0.98 0.33
H 0.76 -0.37 1.29 0.38
H 0.90 0.79 0.13 0.38
H -0.35 -1.67 -0.24 0.41
H -0.78 -0.21 -1.24 0.40
H 1.77 -0.08 -3.04 0.36